Entry P
{
  "formula": "C30H34AlCl5N3Se",
  "method": "wB97M-V/def2-TZVPD",
  "symbols": ["Al", "C", "N", "C", "C", "C", "C", "C", "C", "C", "C", "H", "H", "H", "H", "H", "H", "H", "H", "H", "H", "H", "H", "Cl", "C", "C", "C", "Cl", "C", "Cl", "C", "Cl", "C", "Cl", "C", "C", "C", "C", "N", "C", "Se", "N", "C", "C", "C", "C", "C", "C", "C", "C", "C", "C", "H", "H", "H", "H", "H", "H", "H", "H", "H", "H", "H", "H", "H", "H", "H", "H", "H", "H", "H", "H", "H", "H"],
  "coordinates": [[-2.251, -0.315, 0.436], [-3.243, 1.034, -2.214], [-3.214, -0.209, -1.429], [-2.647, -1.289, -2.267], [-4.602, -0.556, -1.033], [-4.594, -1.721, -0.072], [-5.678, -2.581, 0.018], [-5.638, -3.634, 0.920], [-4.513, -3.823, 1.710], [-3.442, -2.946, 1.621], [-3.454, -1.872, 0.728], [-3.930, 0.933, -3.058], [-2.252, 1.255, -2.596], [-3.564, 1.863, -1.585], [-3.262, -1.449, -3.157], [-2.594, -2.215, -1.698], [-1.641, -1.005, -2.575], [-5.204, -0.778, -1.920], [-5.036, 0.325, -0.547], [-6.553, -2.430, -0.604], [-6.484, -4.304, 1.002], [-4.478, -4.656, 2.400], [-2.575, -3.101, 2.255], [-0.573, 2.671, -1.428], [-1.304, 2.814, 0.136], [-1.907, 1.703, 0.711], [-2.445, 1.912, 1.980], [-3.071, 0.468, 2.697], [-2.472, 3.126, 2.645], [-3.220, 3.280, 4.180], [-1.867, 4.218, 2.022], [-1.881, 5.751, 2.785], [-1.254, 4.052, 0.779], [-0.439, 5.381, 0.051], [2.684, -1.169, 3.458], [3.550, -0.139, 2.737], [2.960, 1.271, 2.729], [1.658, 1.419, 1.932], [1.812, 1.030, 0.535], [1.248, -0.019, -0.086], [0.004, -1.216, 0.662], [1.719, -0.095, -1.345], [1.433, -1.136, -2.327], [2.662, -1.942, -2.755], [3.103, -3.031, -1.774], [3.617, -2.508, -0.434], [2.569, 0.980, -1.564], [3.227, 1.424, -2.705], [3.975, 2.580, -2.589], [4.051, 3.284, -1.382], [3.371, 2.862, -0.256], [2.635, 1.690, -0.366], [3.208, -2.121, 3.530], [1.744, -1.351, 2.936], [2.453, -0.835, 4.471], [3.744, -0.455, 1.708], [4.521, -0.091, 3.233], [3.707, 1.955, 2.323], [2.747, 1.584, 3.753], [1.335, 2.462, 1.956], [0.868, 0.807, 2.363], [0.989, -0.653, -3.201], [0.697, -1.805, -1.885], [3.501, -1.271, -2.952], [2.402, -2.425, -3.699], [3.890, -3.609, -2.260], [2.269, -3.717, -1.598], [4.359, -1.719, -0.579], [4.088, -3.310, 0.133], [2.803, -2.119, 0.180], [3.137, 0.907, -3.650], [4.504, 2.958, -3.453], [4.646, 4.185, -1.332], [3.393, 3.440, 0.657]],
  "lowdin_charge": [0.06, -0.08, -0.30, -0.04, -0.13, -0.25, -0.03, -0.07, -0.07, -0.10, -0.22, 0.11, 0.04, 0.09, 0.11, 0.10, 0.08, 0.14, 0.14, 0.12, 0.11, 0.11, 0.10, 0.77, -0.66, -0.23, -0.65, 0.88, -0.70, 0.73, -0.70, 0.73, -0.70, 0.71, -0.10, -0.24, -0.17, -0.13, 0.01, -0.57, 0.93, 0.00, -0.14, -0.18, -0.24, -0.10, -0.16, 0.01, -0.05, -0.05, 0.01, -0.16, 0.08, 0.01, 0.08, 0.09, 0.11, 0.10, 0.12, 0.13, 0.09, 0.13, 0.08, 0.10, 0.12, 0.11, 0.11, 0.08, 0.08, 0.03, 0.12, 0.11, 0.11, 0.12],
  "orbital_gap_ev": 9.0,
  "multiplicity": 1,
  "charge": 1
}

=====

Entry Q
{
  "formula": "C30H34AlCl5N3Se",
  "method": "wB97M-V/def2-TZVPD",
  "symbols": ["Al", "C", "N", "C", "C", "C", "C", "C", "C", "C", "C", "H", "H", "H", "H", "H", "H", "H", "H", "H", "H", "H", "H", "Cl", "C", "C", "C", "Cl", "C", "Cl", "C", "Cl", "C", "Cl", "C", "C", "C", "C", "N", "C", "Se", "N", "C", "C", "C", "C", "C", "C", "C", "C", "C", "C", "H", "H", "H", "H", "H", "H", "H", "H", "H", "H", "H", "H", "H", "H", "H", "H", "H", "H", "H", "H", "H", "H"],
  "coordinates": [[0.148, 0.198, 0.002], [1.230, 2.456, 1.898], [1.479, 1.687, 0.668], [2.829, 1.095, 0.757], [1.436, 2.627, -0.493], [1.484, 1.843, -1.781], [2.022, 2.367, -2.947], [2.024, 1.595, -4.099], [1.500, 0.309, -4.078], [0.958, -0.201, -2.907], [0.942, 0.559, -1.737], [1.926, 3.297, 1.950], [1.374, 1.820, 2.767], [0.209, 2.835, 1.897], [3.570, 1.889, 0.867], [3.047, 0.517, -0.139], [2.869, 0.444, 1.629], [2.260, 3.341, -0.401], [0.502, 3.192, -0.412], [2.439, 3.366, -2.961], [2.441, 1.992, -5.012], [1.515, -0.294, -4.974], [0.548, -1.205, -2.917], [-0.289, 0.251, 3.681], [-1.639, 0.453, 2.598], [-1.418, 0.465, 1.227], [-2.565, 0.557, 0.448], [-2.264, 0.436, -1.277], [-3.858, 0.683, 0.930], [-5.193, 0.809, -0.132], [-4.028, 0.686, 2.319], [-5.598, 0.834, 2.983], [-2.916, 0.551, 3.156], [-3.139, 0.487, 4.858], [-2.021, -4.935, -0.635], [-2.399, -5.122, 0.827], [-3.201, -3.963, 1.408], [-2.448, -2.642, 1.509], [-1.252, -2.752, 2.348], [0.032, -2.621, 1.971], [0.620, -2.192, 0.234], [0.830, -2.862, 3.018], [2.290, -2.881, 3.023], [2.884, -4.253, 3.333], [2.879, -5.254, 2.181], [1.499, -5.732, 1.743], [0.040, -3.122, 4.129], [0.371, -3.335, 5.463], [-0.683, -3.482, 6.342], [-2.017, -3.404, 5.916], [-2.344, -3.177, 4.595], [-1.282, -3.045, 3.706], [-1.548, -5.830, -1.032], [-1.327, -4.109, -0.781], [-2.906, -4.737, -1.239], [-1.504, -5.292, 1.434], [-3.001, -6.026, 0.930], [-3.577, -4.237, 2.394], [-4.080, -3.774, 0.787], [-3.080, -1.869, 1.956], [-2.117, -2.281, 0.533], [2.611, -2.138, 3.756], [2.607, -2.540, 2.035], [2.380, -4.692, 4.196], [3.915, -4.071, 3.642], [3.462, -6.120, 2.500], [3.412, -4.827, 1.328], [0.900, -6.045, 2.599], [1.584, -6.583, 1.072], [0.947, -4.964, 1.203], [1.393, -3.365, 5.803], [-0.475, -3.648, 7.389], [-2.809, -3.515, 6.644], [-3.371, -3.084, 4.280]],
  "lowdin_charge": [0.13, -0.08, -0.30, -0.04, -0.12, -0.24, -0.03, -0.06, -0.07, -0.10, -0.23, 0.11, 0.03, 0.10, 0.11, 0.10, 0.09, 0.14, 0.14, 0.12, 0.11, 0.11, 0.10, 0.78, -0.65, -0.26, -0.65, 0.81, -0.71, 0.74, -0.71, 0.73, -0.71, 0.72, -0.10, -0.24, -0.17, -0.13, 0.01, -0.58, 0.94, -0.01, -0.13, -0.18, -0.24, -0.10, -0.17, 0.01, -0.05, -0.05, 0.00, -0.15, 0.08, 0.02, 0.08, 0.09, 0.11, 0.10, 0.13, 0.12, 0.09, 0.13, 0.08, 0.10, 0.12, 0.11, 0.11, 0.08, 0.08, 0.02, 0.12, 0.11, 0.11, 0.12],
  "orbital_gap_ev": 9.1,
  "multiplicity": 1,
  "charge": 1
}

=====

Which structure is most stable? entry Q, by 0.0152 hartree over the runner-up.

=====

Entry P
{
  "formula": "Cl2H2NOP",
  "method": "wB97M-V/def2-TZVPD",
  "symbols": ["N", "O", "P", "Cl", "Cl", "H", "H"],
  "coordinates": [[1.216, 0.296, 0.797], [0.304, -0.740, -1.153], [-0.112, -0.125, 0.184], [-1.496, -1.586, 0.769], [-2.181, 1.785, -0.760], [1.347, 0.608, 1.811], [0.922, -0.240, -1.649]],
  "nbo_charge": [-1.17, -0.97, 1.90, -0.19, -0.53, 0.43, 0.53],
  "orbital_gap_ev": [7.3, 7.3],
  "multiplicity": 1
}

=====

Entry Q
{
  "formula": "Cl2H2NOP",
  "method": "wB97M-V/def2-TZVPD",
  "symbols": ["N", "O", "P", "Cl", "Cl", "H", "H"],
  "coordinates": [[-1.167, -0.224, 0.922], [-0.194, 0.273, -1.445], [0.072, 0.133, 0.132], [1.225, 1.764, 0.237], [2.247, -1.727, 0.072], [-1.065, -0.539, 1.822], [-1.118, 0.320, -1.739]],
  "nbo_charge": [-1.18, -0.98, 1.90, -0.18, -0.51, 0.41, 0.53],
  "orbital_gap_ev": 7.9,
  "multiplicity": 1
}

=====

Which structure is most stable? entry Q, by 0.0176 hartree over the runner-up.

=====

Entry P
{
  "formula": "C8H10N2",
  "method": "wB97M-V/def2-TZVPD",
  "symbols": ["C", "C", "C", "C", "C", "C", "C", "C", "N", "N", "H", "H", "H", "H", "H", "H", "H", "H", "H", "H"],
  "coordinates": [[3.231, 0.589, 0.262], [3.176, -0.861, -0.106], [2.057, 1.348, 0.126], [2.011, -1.460, -0.431], [0.814, 0.663, 0.077], [0.870, -0.731, -0.031], [-3.537, 0.001, -0.299], [-2.236, -0.517, 0.275], [-0.448, 1.105, -0.109], [-1.147, -0.123, -0.509], [4.142, 1.136, 0.522], [4.046, -1.486, -0.308], [1.908, 2.411, 0.335], [1.840, -2.489, -0.627], [-4.424, -0.482, 0.193], [-3.676, -0.420, -1.266], [-3.598, 1.123, -0.186], [-2.062, -1.514, 0.275], [-2.262, -0.174, 1.286], [-0.706, 1.882, 0.518]],
  "nbo_charge": [-0.19, -0.24, -0.24, -0.29, 0.05, 0.16, -0.61, -0.28, -0.45, -0.19, 0.22, 0.22, 0.21, 0.23, 0.21, 0.22, 0.21, 0.22, 0.16, 0.38],
  "orbital_gap_ev": [8.0, 8.0],
  "multiplicity": 1
}

=====

Entry Q
{
  "formula": "C8H10N2",
  "method": "wB97M-V/def2-TZVPD",
  "symbols": ["C", "N", "C", "C", "C", "C", "C", "C", "C", "N", "H", "H", "H", "H", "H", "H", "H", "H", "H", "H"],
  "coordinates": [[0.429, -1.117, 1.148], [1.355, -1.654, 0.331], [1.850, -0.675, -0.567], [1.580, 0.837, -0.430], [0.097, 1.112, -0.348], [-0.702, 0.406, -1.144], [-2.044, 0.004, -0.474], [-1.729, 0.623, 0.933], [-0.368, 0.151, 1.488], [-0.573, 1.530, 0.884], [0.048, -1.823, 1.801], [1.526, -1.116, -1.470], [2.966, -0.550, -0.670], [2.000, 1.211, -1.310], [2.229, 1.362, 0.348], [-0.583, -0.151, -2.163], [-2.832, 0.539, -0.850], [-2.237, -1.099, -0.474], [-2.558, 0.918, 1.675], [-0.218, 0.254, 2.584]],
  "nbo_charge": [0.08, -0.36, -0.25, -0.47, 0.14, -0.25, -0.45, -0.05, -0.19, -0.37, 0.18, 0.21, 0.20, 0.24, 0.23, 0.22, 0.21, 0.22, 0.23, 0.22],
  "orbital_gap_ev": 9.5,
  "multiplicity": 1,
  "smiles": "C1=NCCC2=CC[C@H]3[C@@H]1N23"
}

=====

Entry R
{
  "formula": "C8H10N2",
  "method": "wB97M-V/def2-TZVPD",
  "symbols": ["C", "C", "C", "N", "C", "H", "H", "H", "H", "H", "C", "C", "C", "N", "C", "H", "H", "H", "H", "H"],
  "coordinates": [[-1.637, -2.551, -0.901], [-0.626, -3.399, -0.377], [-0.008, -2.769, 0.641], [-0.664, -1.603, 0.844], [-1.651, -1.438, -0.158], [-2.497, -2.843, -1.503], [-0.489, -4.437, -0.681], [0.743, -3.200, 1.304], [-0.511, -0.992, 1.650], [-2.285, -0.555, -0.232], [0.875, 3.410, -0.567], [1.849, 3.040, 0.422], [1.578, 1.732, 0.777], [0.498, 1.339, 0.008], [-0.006, 2.400, -0.763], [0.919, 4.346, -1.124], [2.563, 3.763, 0.816], [2.172, 1.012, 1.340], [0.007, 0.443, -0.028], [-0.831, 2.304, -1.469]],
  "nbo_charge": [-0.29, -0.30, -0.06, -0.54, -0.10, 0.23, 0.22, 0.22, 0.42, 0.22, -0.29, -0.31, -0.08, -0.53, -0.09, 0.22, 0.22, 0.21, 0.42, 0.22],
  "orbital_gap_ev": 9.2,
  "multiplicity": 1,
  "smiles": "c1cc[nH]c1.c1cc[nH]c1"
}

=====

Which structure is most stable? entry R, by 0.1399 hartree over the runner-up.

=====

Entry P
{
  "formula": "C2H3NO3",
  "method": "wB97M-V/def2-TZVPD",
  "symbols": ["C", "C", "N", "O", "O", "O", "H", "H", "H"],
  "coordinates": [[-0.503, 0.631, -0.211], [1.071, -0.169, 0.804], [2.237, 0.067, 0.057], [3.018, -0.865, -0.002], [2.400, 1.157, -0.452], [0.157, 0.890, 0.994], [-0.171, 1.160, -1.089], [-1.262, -0.132, -0.212], [0.873, -1.146, 1.212]],
  "nbo_charge": [0.07, 0.17, 0.45, -0.39, -0.40, -0.50, 0.20, 0.18, 0.22],
  "orbital_gap_ev": [8.2, 8.7],
  "multiplicity": 1
}

=====

Entry Q
{
  "formula": "C2H3NO3",
  "method": "wB97M-V/def2-TZVPD",
  "symbols": ["C", "C", "N", "O", "O", "O", "H", "H", "H"],
  "coordinates": [[2.136, 0.683, 0.247], [-0.675, -0.157, -0.015], [-0.032, -0.896, -0.839], [-0.498, 0.114, 1.295], [-1.651, 0.584, -0.495], [1.909, 1.732, -0.095], [0.114, -0.545, 1.823], [-1.995, 0.091, -1.323], [0.692, -1.608, -0.597]],
  "nbo_charge": [0.48, 0.80, -0.84, -0.69, -0.67, -0.49, 0.51, 0.52, 0.37],
  "orbital_gap_ev": 10.6,
  "multiplicity": 1
}

=====

Entry R
{
  "formula": "C2H3NO3",
  "method": "wB97M-V/def2-TZVPD",
  "symbols": ["C", "C", "O", "N", "O", "O", "H", "H", "H"],
  "coordinates": [[-1.231, 1.190, 0.409], [-0.454, 0.385, -0.254], [0.196, -0.604, 0.445], [1.274, -1.289, -0.092], [1.610, -1.074, -1.213], [1.783, -2.079, 0.736], [-1.605, 2.020, -0.082], [-1.225, 1.009, 1.426], [-0.348, 0.441, -1.375]],
  "nbo_charge": [-0.44, 0.09, -0.34, 0.72, -0.33, -0.35, 0.22, 0.21, 0.21],
  "orbital_gap_ev": 10.3,
  "multiplicity": 1,
  "smiles": "C=CO[N+](=O)[O-]"
}

=====

Entry S
{
  "formula": "C2H3NO3",
  "method": "wB97M-V/def2-TZVPD",
  "symbols": ["O", "C", "O", "C", "N", "O", "H", "H", "H"],
  "coordinates": [[-2.180, 0.973, -0.117], [-2.688, -0.067, -0.241], [-3.277, -1.019, -0.350], [1.995, -0.512, 0.305], [0.797, -0.217, 0.186], [0.634, 1.119, -0.147], [2.293, -1.595, 0.503], [2.846, 0.090, 0.099], [-0.420, 1.229, -0.238]],
  "nbo_charge": [-0.56, 1.05, -0.47, -0.14, -0.14, -0.59, 0.18, 0.17, 0.50],
  "orbital_gap_ev": 10.5,
  "multiplicity": 1,
  "smiles": "O=C=O.C=NO"
}

=====

Which structure is most stable? entry Q, by 0.0248 hartree over the runner-up.